Entry from the Open Molecules 2025 dataset: a structure of composition CHBrCl2S (ωB97M-V/def2-TZVPD).

ORCA input file:
```
! wB97M-V def2-TZVPD RIJCOSX def2/J DEFGRID3
* xyz 0 3
Cl 4.24 1.31 1.11
H 0.91 -0.42 -0.70
Br 4.89 -1.21 -0.15
C 4.56 0.61 -0.34
S 4.17 1.30 -1.76
Cl 0.54 -0.38 0.58
*
```

The calculation puts the orbital gap (alpha / beta) at 7.971 / 7.183 eV. As for the expectation value of S²: 2.006. The energy above the lowest of the compared OMol25 structures with the same formula, charge and spin comes out at 1.9 kcal/mol.

***

Entry from the Open Molecules 2025 dataset: the molecule CHBrClNO2 (ωB97M-V/def2-TZVPD).

ORCA input file:
```
! wB97M-V def2-TZVPD RIJCOSX def2/J DEFGRID3
* xyz 0 1
Br -1.97 0.54 0.56
O 0.49 0.89 -1.44
C -0.30 -0.28 0.38
O 1.58 0.94 0.42
N 0.68 0.59 -0.30
Cl -0.57 -1.97 -0.91
H 0.08 -0.72 1.29
*
```

The calculation puts the orbital gap at 9.730 eV. The SMILES is O=[N+]([O-])[C@H](Cl)Br. The energy above the lowest of the compared OMol25 structures with the same formula, charge and spin comes out at 13.8 kcal/mol.

***

Entry from the Open Molecules 2025 dataset: a cluster of 2 separate species, CHBrF2N2O2 in total (ωB97M-V/def2-TZVPD).

ORCA input file:
```
! wB97M-V def2-TZVPD RIJCOSX def2/J DEFGRID3
* xyz 0 1
N -1.22 2.08 -1.56
F -1.49 2.38 -0.31
F -2.37 1.72 -2.15
O 2.31 -1.17 -0.02
H -0.62 -0.75 1.39
C 0.17 -0.95 0.70
Br 0.01 -0.28 -1.01
N 1.50 -1.28 0.91
O 1.70 -1.75 2.05
*
```

The calculation puts the orbital gap (alpha / beta) at 8.044 / 8.925 eV. The energy above the lowest of the compared OMol25 structures with the same formula, charge and spin comes out at 63.2 kcal/mol.

***

Entry from the Open Molecules 2025 dataset: a cluster of 2 separate species, CHBrN4 in total (ωB97M-V/def2-TZVPD).

ORCA input file:
```
! wB97M-V def2-TZVPD RIJCOSX def2/J DEFGRID3
* xyz 0 1
N 1.10 -0.47 0.26
C -1.79 0.76 0.62
N 0.98 -0.46 -0.97
N 0.60 -0.53 -2.03
Br 2.82 -0.66 1.07
H -2.51 0.82 1.36
N -1.20 0.54 -0.31
*
```

The calculation puts the orbital gap at 8.784 eV. The energy above the lowest of the compared OMol25 structures with the same formula, charge and spin comes out at 31.1 kcal/mol.

***

Entry from the Open Molecules 2025 dataset: the molecule CHBrN4 (ωB97M-V/def2-TZVPD).

ORCA input file:
```
! wB97M-V def2-TZVPD RIJCOSX def2/J DEFGRID3
* xyz 0 1
N 0.05 -0.93 -0.04
N -0.42 1.23 0.02
N -0.80 0.04 0.05
N 0.90 1.10 0.02
H 2.08 -0.71 -0.02
Br -2.99 -0.56 -0.03
C 1.19 -0.18 0.00
*
```

The calculation puts the orbital gap at 8.021 eV. The SMILES is Brn1ncnn1. The energy above the lowest of the compared OMol25 structures with the same formula, charge and spin comes out at 26.4 kcal/mol.

***

Entry from the Open Molecules 2025 dataset: a cluster of 2 separate species, CHBrO2S in total (ωB97M-V/def2-TZVPD).

ORCA input file:
```
! wB97M-V def2-TZVPD RIJCOSX def2/J DEFGRID3
* xyz 0 1
S 0.05 2.58 -0.79
Br -2.27 -0.11 0.47
C -0.27 1.18 0.05
O 0.81 0.99 0.83
O -1.14 3.37 -1.15
H 1.08 -0.30 0.82
*
```

The calculation puts the orbital gap (alpha / beta) at 7.311 / 7.319 eV. The energy above the lowest of the compared OMol25 structures with the same formula, charge and spin comes out at 87.0 kcal/mol.

***

Entry from the Open Molecules 2025 dataset: a structure of composition CHCeO2 (ωB97M-V/def2-TZVPD).

ORCA input file:
```
! wB97M-V def2-TZVPD RIJCOSX def2/J DEFGRID3
* xyz 1 3
C -0.79 0.06 -0.29
O -0.36 1.19 0.06
Ce 2.12 0.70 -0.08
H -1.09 -1.05 0.43
O 0.12 -0.90 -0.12
*
```

The calculation puts the orbital gap (alpha / beta) at 6.411 / 7.347 eV. As for the expectation value of S²: 2.001.

***

Entry from the Open Molecules 2025 dataset: a structure of composition CHCl2NO (ωB97M-V/def2-TZVPD).

ORCA input file:
```
! wB97M-V def2-TZVPD RIJCOSX def2/J DEFGRID3
* xyz 0 3
O -0.05 -1.56 2.40
Cl 0.01 1.53 2.45
N -1.03 -0.69 2.30
C -0.64 -1.19 1.13
H 0.48 1.15 1.34
Cl -2.07 -2.19 1.05
*
```

The calculation puts the orbital gap (alpha / beta) at 9.542 / 7.629 eV. As for the expectation value of S²: 2.007. The energy above the lowest of the compared OMol25 structures with the same formula, charge and spin comes out at 101.8 kcal/mol.

***

Max |F| per entry: 2.505; 3.672; 2.796; 2.063; 6.159; 6.823; 2.797; 6.149 eV/Å
Energy per entry: -3931.17571; -3278.00280; -3072.09499; -2831.60477; -2831.61221; -3161.20607; -663.87772; -1088.79341 Eh